{
  "formula": "C32H48O24",
  "method": "ωB97M-V/def2-TZVPD",
  "homo_ha": -0.372,
  "total_energy_ha": -3053.60181,
  "gap_ev": 10.09,
  "de_lowest_ev": 12.588,
  "elements": ["C", "C", "C", "O", "C", "O", "O", "H", "H", "H", "H", "H", "H", "C", "C", "C", "O", "C", "O", "O", "H", "H", "H", "H", "H", "H", "C", "C", "C", "O", "C", "O", "O", "H", "H", "H", "H", "H", "H", "C", "C", "C", "O", "C", "O", "O", "H", "H", "H", "H", "H", "H", "C", "C", "C", "O", "C", "O", "O", "H", "H", "H", "H", "H", "H", "C", "C", "C", "O", "C", "O", "O", "H", "H", "H", "H", "H", "H", "C", "C", "C", "O", "C", "O", "O", "H", "H", "H", "H", "H", "H", "C", "C", "C", "O", "C", "O", "O", "H", "H", "H", "H", "H", "H"],
  "coordinates": [[-1.700, 5.986, 0.533], [-0.854, 5.045, 1.410], [-1.405, 3.677, 1.428], [-0.202, 2.880, 1.169], [0.790, 3.607, 0.838], [1.904, 3.238, 0.609], [0.430, 4.917, 0.942], [-2.839, 5.872, 0.590], [-1.411, 5.595, -0.499], [-1.387, 7.074, 0.453], [-0.791, 5.470, 2.439], [-2.142, 3.425, 0.595], [-1.794, 3.677, 2.425], [5.647, 1.120, -2.979], [4.223, 0.887, -3.458], [3.274, 1.776, -2.722], [2.454, 2.370, -3.744], [3.047, 2.111, -4.928], [2.620, 2.548, -5.948], [3.982, 1.149, -4.829], [5.883, 1.970, -3.251], [6.486, 0.644, -3.360], [5.764, 0.919, -1.851], [3.999, -0.180, -3.402], [3.832, 2.598, -2.226], [2.503, 1.159, -2.090], [0.744, 2.428, 5.564], [0.405, 1.662, 4.305], [0.653, 0.146, 4.467], [-0.564, -0.372, 4.689], [-1.525, 0.504, 4.640], [-2.564, 0.265, 4.978], [-1.017, 1.704, 4.327], [0.066, 1.996, 6.545], [0.239, 3.351, 5.374], [1.925, 2.416, 5.669], [0.676, 2.107, 3.433], [1.199, -0.220, 5.293], [1.140, -0.302, 3.706], [-0.792, 3.144, -3.689], [-0.982, 2.124, -4.802], [-2.026, 0.963, -4.385], [-3.009, 1.072, -5.241], [-2.853, 2.066, -6.095], [-3.683, 2.327, -6.921], [-1.728, 2.643, -5.886], [-1.583, 3.599, -3.058], [-0.317, 4.038, -3.851], [-0.357, 2.546, -2.936], [-0.014, 1.677, -5.089], [-2.259, 0.909, -3.430], [-1.238, 0.182, -4.633], [2.990, 0.458, 0.933], [3.396, -1.011, 1.003], [4.827, -1.340, 1.468], [4.628, -2.255, 2.560], [3.346, -2.225, 2.916], [2.887, -2.921, 3.907], [2.555, -1.621, 1.996], [3.753, 1.090, 0.639], [2.912, 0.881, 1.967], [1.847, 0.460, 0.717], [2.993, -1.605, 0.264], [5.268, -0.655, 1.834], [5.478, -1.649, 0.592], [-1.491, -0.374, 1.073], [-1.181, -1.380, -0.006], [-2.037, -1.351, -1.286], [-1.012, -1.273, -2.245], [0.166, -1.053, -1.811], [1.162, -0.898, -2.528], [0.115, -1.077, -0.509], [-0.575, -0.460, 1.773], [-2.257, -0.518, 1.666], [-1.610, 0.747, 0.668], [-1.233, -2.384, 0.281], [-2.936, -0.579, -1.296], [-2.670, -2.176, -1.296], [1.055, -4.339, 0.114], [1.140, -4.985, -1.237], [-0.106, -4.748, -2.191], [0.484, -4.235, -3.391], [1.773, -4.021, -3.179], [2.491, -3.561, -4.028], [2.208, -4.342, -1.966], [1.986, -4.541, 0.603], [0.191, -4.720, 0.855], [1.224, -3.380, 0.049], [1.271, -5.908, -1.129], [-0.760, -3.947, -1.875], [-0.686, -5.635, -2.148], [-4.469, -2.361, 3.930], [-4.775, -3.351, 2.888], [-6.256, -3.758, 2.376], [-6.317, -3.155, 1.094], [-5.152, -2.655, 0.816], [-4.965, -2.051, -0.333], [-4.211, -2.846, 1.649], [-3.304, -2.549, 3.999], [-4.966, -2.484, 4.924], [-4.572, -1.353, 3.448], [-4.196, -4.328, 3.069], [-6.968, -3.324, 3.046], [-6.299, -4.759, 2.226]],
  "lowdin_charge": [-0.019, -0.409, -0.058, 0.075, -0.601, 0.153, 0.097, 0.110, 0.099, 0.100, 0.163, 0.163, 0.128, 0.002, -0.316, -0.093, 0.046, -0.573, 0.158, 0.116, -0.008, 0.068, 0.130, 0.155, 0.143, 0.150, -0.019, -0.291, -0.123, 0.108, -0.686, 0.234, 0.057, 0.177, 0.056, 0.133, 0.104, 0.137, 0.074, -0.019, -0.216, -0.143, 0.119, -0.613, 0.155, 0.134, 0.093, 0.054, 0.059, 0.150, 0.072, 0.154, -0.007, -0.262, -0.027, 0.103, -0.481, 0.043, 0.037, 0.055, 0.094, 0.116, 0.117, 0.021, 0.173, 0.030, -0.282, -0.077, 0.095, -0.603, 0.122, 0.080, 0.118, 0.008, 0.140, 0.124, 0.172, 0.084, -0.002, -0.244, -0.031, 0.098, -0.609, 0.147, 0.114, 0.084, 0.161, -0.004, 0.072, 0.111, 0.122, -0.035, -0.287, -0.020, 0.108, -0.572, 0.025, 0.089, 0.133, 0.109, 0.107, 0.169, 0.131, 0.097]
}